Record 1
Entry from OMol25: C32H37BNO as an isolated structure (wB97M-V/def2-TZVPD).

## Properties
frontier orbital gap	7.38	eV
E_HOMO	-0.372	Ha
net charge	+1
multiplicity	1
lowest unoccupied orbital energy	-2.75	eV
DFT total energy	-37990.72864	eV

Last column: Löwdin charge in e.
Cartesian coordinates (Å):
C1 -3.97 -11.03 3.64  -0.024
C2 -4.27 -12.52 3.72  -0.330
C3 -3.77 -13.04 5.07  -0.029
N1 -3.75 -13.33 2.56  -0.071
C4 -3.79 -14.76 2.91  -0.277
C5 -4.96 -15.42 3.20  0.005
C6 -4.87 -16.81 3.38  -0.013
C7 -3.63 -17.45 3.28  -0.032
C8 -2.46 -16.71 3.02  0.011
C9 -2.56 -15.35 2.84  -0.004
C10 -4.55 -13.17 1.28  -0.324
C11 -4.12 -14.17 0.20  -0.023
C12 -4.56 -11.76 0.72  -0.043
B1 -2.11 -13.39 2.42  -0.077
H1 -1.96 -9.97 1.47  0.112
H2 -4.64 -10.54 4.36  0.111
H3 -2.92 -10.78 3.91  0.093
H4 -4.18 -10.57 2.67  0.041
H5 -5.36 -12.66 3.65  0.153
H6 -4.16 -12.37 5.84  0.104
H7 -4.16 -14.03 5.29  0.086
H8 -2.67 -13.05 5.14  0.092
H9 -5.89 -14.85 3.26  0.139
H10 -5.80 -17.35 3.58  0.124
H11 -3.59 -18.53 3.40  0.124
H12 -1.50 -17.23 2.95  0.132
H13 -1.65 -14.69 2.61  0.123
H14 -5.58 -13.41 1.60  0.148
H15 -4.70 -13.95 -0.71  0.101
H16 -3.06 -14.09 -0.05  0.088
H17 -4.36 -15.20 0.49  0.091
H18 -4.98 -11.80 -0.30  0.106
H19 -5.26 -11.12 1.28  0.085
H20 -3.55 -11.31 0.66  0.088
H21 -1.56 -12.85 3.34  0.099
H22 -1.77 -13.23 1.29  0.095
C13 -6.77 -5.79 3.62  -0.060
O1 -6.63 -6.82 2.62  -0.091
C14 -5.37 -7.28 2.43  -0.276
C15 -5.18 -8.06 1.26  0.003
C16 -3.92 -8.53 0.97  -0.067
C17 -2.82 -8.23 1.79  -0.168
C18 -1.55 -8.99 1.54  -0.143
C19 -0.36 -8.99 2.50  -0.099
C20 0.84 -9.00 1.74  -0.118
C21 2.07 -8.83 2.36  -0.012
C22 2.12 -8.61 3.74  -0.071
C23 0.94 -8.66 4.50  -0.072
C24 -0.30 -8.92 3.89  -0.050
C25 0.52 -8.98 0.32  -0.123
C26 -0.88 -8.91 0.16  -0.094
C27 -1.46 -8.90 -1.11  -0.023
C28 -0.62 -8.78 -2.22  -0.071
C29 0.77 -8.80 -2.06  -0.074
C30 1.35 -8.94 -0.80  -0.014
C31 -3.01 -7.48 2.95  -0.019
C32 -4.27 -7.02 3.28  -0.008
H23 -7.82 -5.52 3.54  0.094
H24 -6.53 -6.18 4.61  0.090
H25 -6.12 -4.92 3.39  0.104
H26 -6.04 -8.28 0.64  0.124
H27 -3.83 -9.22 0.12  0.085
H28 2.97 -8.83 1.74  0.112
H29 3.08 -8.38 4.22  0.109
H30 1.00 -8.51 5.58  0.104
H31 -1.19 -9.06 4.50  0.100
H32 -2.54 -8.98 -1.23  0.092
H33 -1.07 -8.70 -3.21  0.104
H34 1.41 -8.69 -2.93  0.104
H35 2.42 -9.00 -0.65  0.110
H36 -2.18 -7.33 3.64  0.106
H37 -4.41 -6.45 4.20  0.106


Record 2
Entry from OMol25: CH4P2S as an isolated structure (wB97M-V/def2-TZVPD).

## Properties
energy relative to the best compared isomer or geometry (same formula, charge and spin)	99.3	kcal per mole
frontier orbital gap	7.36	eV
E_HOMO	-0.320	Ha
net charge	0
multiplicity	1
lowest unoccupied orbital energy	-1.35	eV
DFT total energy	-30510.30858	eV

Last column: Löwdin charge in e.
Cartesian coordinates (Å):
C1 3.09 0.41 -0.91  -0.566
P1 -0.36 -1.88 -0.78  0.307
P2 -1.54 -0.66 0.46  0.304
S1 3.30 -0.34 0.57  0.471
H1 3.97 0.48 -1.58  -0.019
H2 -1.34 -2.67 -1.37  -0.257
H3 1.89 -0.05 -1.28  0.025
H4 -2.74 -1.30 0.67  -0.265


Record 3
Entry from OMol25: a 2-piece molecular cluster, C2H5O overall (wB97M-V/def2-TZVPD).

## Properties
energy relative to the best compared isomer or geometry (same formula, charge and spin)	11.0	kcal per mole
frontier orbital gap	6.21	eV
E_HOMO	-0.069	Ha
net charge	-1
multiplicity	1
lowest unoccupied orbital energy	4.33	eV
DFT total energy	-4201.31965	eV

Last column: Löwdin charge in e.
Cartesian coordinates (Å):
C1 -1.88 -0.28 -0.18  -0.619
O1 -1.30 0.62 0.49  -0.236
C2 -2.18 -1.58 0.17  -0.155
H1 6.15 2.58 -0.23  0.000
H2 -1.89 -1.99 1.13  -0.015
H3 6.04 2.90 0.40  0.000
H4 -2.24 -0.02 -1.22  0.057
H5 -2.69 -2.23 -0.55  -0.033


Record 4
Entry from OMol25: C14H22N3OPPtS as an isolated structure (wB97M-V/def2-TZVPD).

## Properties
frontier orbital gap	5.83	eV
E_HOMO	-0.566	Ha
net charge	+2
multiplicity	1
lowest unoccupied orbital energy	-9.59	eV
DFT total energy	-44748.77445	eV

Last column: Löwdin charge in e.
Cartesian coordinates (Å):
Pt1 0.21 0.28 0.81  0.790
N1 0.83 2.22 4.57  0.198
C1 0.74 1.62 3.42  -0.727
S1 -0.56 0.66 2.92  0.745
N2 1.90 1.86 2.61  0.091
N3 1.89 1.23 1.53  -0.154
C2 3.02 1.51 0.73  0.016
C3 3.21 1.08 -0.53  -0.061
C4 4.48 1.46 -1.14  -0.008
C5 4.83 1.02 -2.35  -0.004
C6 3.93 0.16 -3.10  0.029
C7 2.73 -0.22 -2.63  0.024
C8 2.27 0.24 -1.35  -0.257
O1 1.12 -0.09 -0.99  -0.148
H1 0.09 2.15 5.26  0.148
H2 1.66 2.75 4.81  0.152
H3 3.76 2.12 1.23  0.146
H4 5.14 2.09 -0.56  0.133
H5 5.78 1.29 -2.79  0.132
H6 4.25 -0.19 -4.08  0.137
H7 2.06 -0.86 -3.19  0.137
C9 -3.41 0.40 -2.25  -0.117
C10 -2.08 0.65 -1.54  -0.379
P1 -1.79 -0.43 -0.11  0.803
C11 -3.22 -0.32 0.99  -0.386
C12 -3.26 -1.41 2.06  -0.136
C13 -1.68 -2.14 -0.72  -0.357
C14 -0.71 -3.03 0.05  -0.133
H8 -3.44 0.95 -3.18  0.088
H9 -4.26 0.73 -1.65  0.076
H10 -3.55 -0.66 -2.49  0.079
H11 -2.01 1.69 -1.19  0.090
H12 -1.24 0.48 -2.22  0.078
H13 -4.10 -0.40 0.35  0.093
H14 -3.24 0.68 1.43  0.083
H15 -3.35 -2.40 1.62  0.075
H16 -4.13 -1.26 2.71  0.091
H17 -2.38 -1.41 2.70  0.034
H18 -1.40 -2.08 -1.78  0.095
H19 -2.69 -2.55 -0.69  0.099
H20 0.27 -2.56 0.17  0.045
H21 -0.56 -3.97 -0.48  0.088
H22 -1.09 -3.28 1.04  0.073


Record 5
Entry from OMol25: C14H24ClLaN5O6 as an isolated structure (wB97M-V/def2-TZVPD).

## Properties
energy relative to the best compared isomer or geometry (same formula, charge and spin)	0.0	kcal per mole
frontier orbital gap	5.73	eV
E_HOMO	-0.366	Ha
net charge	+1
multiplicity	1
lowest unoccupied orbital energy	-4.22	eV
DFT total energy	-48014.16967	eV

Last column: Löwdin charge in e.
Cartesian coordinates (Å):
O1 -0.08 -2.61 -2.49  -0.274
H1 -0.41 -3.46 -2.82  0.128
La1 -0.34 -0.94 -0.75  2.088
N1 0.45 -1.25 1.72  -0.168
N2 -1.27 -2.71 0.65  -0.275
N3 1.46 0.86 -0.45  -0.096
N4 0.69 0.09 -2.79  -0.125
O2 1.53 -0.72 2.24  -0.224
O3 1.86 1.32 0.77  -0.044
O4 0.42 -0.37 -4.10  -0.039
O5 -2.23 -2.36 -0.19  -0.369
C1 -1.51 -2.48 1.99  -0.286
C2 -0.47 -1.74 2.61  -0.276
C3 1.88 1.63 -1.47  -0.249
C4 1.43 1.21 -2.78  -0.246
C5 -0.46 -1.38 4.06  -0.011
H2 -0.91 -0.39 4.22  0.095
H3 0.57 -1.36 4.42  0.089
H4 -1.04 -2.11 4.64  0.081
C6 -2.79 -2.86 2.64  -0.019
H5 -3.25 -3.68 2.09  0.094
H6 -3.50 -2.01 2.63  0.098
H7 -2.63 -3.16 3.68  0.084
C7 2.75 2.83 -1.30  0.001
C8 1.81 1.94 -4.01  0.008
H8 3.17 2.85 -0.29  0.088
H9 2.18 3.75 -1.46  0.108
H10 3.57 2.82 -2.02  0.100
H11 1.12 1.71 -4.83  0.091
H12 2.83 1.67 -4.33  0.119
H13 1.81 3.03 -3.83  0.098
H14 1.75 0.49 1.39  0.036
H15 0.14 -1.30 -3.96  0.083
C9 1.09 -2.87 -1.44  -0.112
H16 0.67 -3.12 -0.45  0.057
H17 1.78 -2.00 -1.44  0.075
H18 1.64 -3.74 -1.81  0.121
O6 3.81 -2.32 1.68  -0.095
H19 4.58 -1.73 1.61  0.036
H20 3.08 -1.72 1.96  -0.007
Cl1 -2.98 3.02 3.23  0.737
C10 -2.65 2.68 1.58  -0.637
C11 -3.05 3.57 0.57  -0.050
C12 -2.74 3.25 -0.75  -0.028
C13 -2.06 2.06 -1.03  -0.136
N5 -1.72 1.19 -0.06  -0.084
C14 -1.99 1.49 1.24  -0.118
H21 -3.57 4.47 0.84  0.120
H22 -3.01 3.90 -1.58  0.119
H23 -1.78 1.78 -2.05  0.110
H24 -1.66 0.78 2.01  0.105


Record 6
Entry from OMol25: C35H26BrN5O3SnTe as an isolated structure (wB97M-V/def2-TZVPD).

## Properties
frontier orbital gap	5.08	eV
E_HOMO	-0.499	Ha
net charge	+2
multiplicity	1
lowest unoccupied orbital energy	-8.50	eV
DFT total energy	-133462.41846	eV

Last column: Löwdin charge in e.
Cartesian coordinates (Å):
Sn1 -1.68 0.82 0.21  1.259
O1 -3.75 -2.62 -1.97  0.148
C1 -3.23 -1.56 -1.73  -0.411
N1 -2.28 -1.39 -0.74  -0.020
C2 -1.61 -2.40 -0.23  -0.328
C3 -1.46 -3.67 -0.86  -0.012
C4 -1.12 -4.77 -0.14  0.002
C5 -0.73 -4.64 1.21  0.029
C6 -0.72 -3.42 1.83  0.025
C7 -1.18 -2.26 1.17  -0.187
N2 -1.41 -1.06 1.72  0.051
C8 -1.58 -0.93 3.09  -0.415
O2 -1.43 -1.82 3.90  0.125
C9 -2.02 0.43 3.54  -0.212
C10 -2.18 0.61 4.91  0.035
C11 -2.55 1.86 5.38  -0.004
C12 -2.75 2.88 4.47  -0.009
C13 -2.60 2.60 3.11  -0.109
N3 -2.24 1.41 2.66  -0.019
C14 -3.63 -0.31 -2.41  -0.213
C15 -4.64 -0.41 -3.36  0.035
C16 -5.06 0.74 -4.00  -0.005
C17 -4.45 1.94 -3.67  -0.012
C18 -3.45 1.95 -2.72  -0.116
N4 -3.04 0.85 -2.09  -0.023
H1 -1.71 -3.75 -1.91  0.130
H2 -1.11 -5.75 -0.60  0.131
H3 -0.38 -5.51 1.75  0.136
H4 -0.38 -3.34 2.85  0.118
H5 -2.01 -0.23 5.56  0.130
H6 -2.69 2.04 6.44  0.127
H7 -3.02 3.87 4.79  0.121
H8 -2.77 3.37 2.37  0.120
H9 -5.06 -1.38 -3.55  0.131
H10 -5.85 0.70 -4.73  0.125
H11 -4.74 2.86 -4.15  0.119
H12 -2.93 2.86 -2.45  0.115
O3 3.32 3.55 3.80  0.133
C19 2.43 2.87 3.10  -0.297
C20 2.07 1.54 3.35  0.034
C21 1.14 0.95 2.53  -0.135
N5 0.55 1.57 1.51  -0.077
C22 0.91 2.82 1.27  -0.744
Br1 0.08 3.63 -0.22  0.769
C23 1.82 3.52 2.01  -0.012
H13 3.72 3.03 4.52  0.143
H14 2.51 0.99 4.16  0.131
H15 0.82 -0.08 2.69  0.111
H16 2.08 4.55 1.80  0.129
Te1 0.64 -0.89 -1.49  1.531
C24 1.82 -1.08 -3.31  -0.462
C25 2.43 -2.31 -3.52  -0.139
C26 3.26 -2.47 -4.62  -0.062
C27 3.48 -1.42 -5.49  -0.053
C28 2.88 -0.19 -5.25  -0.061
C29 2.04 -0.01 -4.16  -0.133
C30 2.37 -0.05 -0.57  -0.502
C31 2.90 1.18 -0.95  -0.140
C32 4.04 1.64 -0.31  -0.060
C33 4.66 0.89 0.67  -0.061
C34 4.13 -0.34 1.03  -0.074
C35 2.99 -0.81 0.41  -0.157
H17 2.25 -3.13 -2.84  0.095
H18 3.74 -3.42 -4.78  0.115
H19 4.12 -1.55 -6.35  0.117
H20 3.05 0.63 -5.92  0.114
H21 1.57 0.95 -3.99  0.100
H22 2.44 1.77 -1.72  0.091
H23 4.45 2.60 -0.60  0.117
H24 5.55 1.26 1.15  0.115
H25 4.61 -0.94 1.78  0.114
H26 2.58 -1.78 0.67  0.092